*i*
This record from the OMol25 dataset describes a cluster of 2 separate species, C5H15N2 in total. The level of theory is ωB97M-V with the def2-TZVPD basis set.

The geometry in ORCA input format:
```
! RIJCOSX wB97M-V def2-TZVPD def2/J DEFGRID3
* xyz 1 1
H 1.37953 0.34176 1.74048
H 0.12991 -0.33079 -0.34455
H -2.27801 -0.86649 -0.16544
H -1.32706 2.30140 -0.93094
C 1.01276 -0.58333 2.18651
H 1.73984 2.64585 -1.54234
H 0.44683 -1.97985 0.00604
H 0.93932 -0.40989 3.25715
H -0.61745 -1.95237 2.07041
N -0.24553 -1.24660 0.14211
C -0.66416 1.81811 -1.65306
N 0.44172 1.15829 -0.97055
C -0.33257 -0.99811 1.62909
H 1.73528 -1.37708 1.99089
H -1.85183 -2.57438 0.03108
C 1.56696 1.73492 -0.97561
H -1.49126 -1.74410 -1.50992
H -1.12654 -0.26293 1.73369
H 2.37372 1.28705 -0.40744
H -0.32339 2.60669 -2.32477
H -1.27164 1.06769 -2.15600
C -1.55962 -1.63636 -0.43258
*
```

The LUMO energy is -2.621 eV. As for the frontier orbital gap: 11.864 eV.

*ii*
This record from the OMol25 dataset describes the ion C5H15N2 with charge +1. The level of theory is ωB97M-V with the def2-TZVPD basis set.

The geometry in ORCA input format:
```
! RIJCOSX wB97M-V def2-TZVPD def2/J DEFGRID3
* xyz 1 1
N 1.02652 -0.56020 0.05281
H -1.49324 -1.96762 0.25204
H -0.65969 3.19111 1.76632
H -0.47599 1.63431 2.55020
C -0.16408 -0.67230 -0.84103
H 2.44064 -0.46578 -1.59145
H 0.11099 -0.48986 -1.85286
C -0.91937 -2.00219 -0.66168
H 2.55597 -1.93468 -0.56763
C 2.33915 -0.86785 -0.58373
C -1.13854 0.47476 -0.18836
H -1.84108 -0.07073 0.45034
H -1.68645 0.86019 -1.06394
H 3.17128 -0.36968 -0.00629
C -0.88424 2.11077 1.65746
H -1.57222 -2.22273 -1.51515
H -2.00237 2.08831 1.81738
H 1.12083 0.44625 0.32392
H 0.86171 -1.13573 0.88662
H -0.14244 2.34405 -0.16341
H -0.16534 -2.82422 -0.57972
N -0.38854 1.54094 0.41202
*
```

Its SMILES is CNC[C@H](C)[NH2+]C. The LUMO energy is -2.818 eV. As for the frontier orbital gap: 10.535 eV.

*iii*
This record from the OMol25 dataset describes a cluster of 2 separate species, C5H15N2 in total. The level of theory is ωB97M-V with the def2-TZVPD basis set.

The geometry in ORCA input format:
```
! RIJCOSX wB97M-V def2-TZVPD def2/J DEFGRID3
* xyz 1 1
N -0.10106 -1.74698 -1.06010
H -3.33219 -0.48325 3.06647
C 0.95345 0.46006 -0.76451
H 0.81621 1.52689 -1.13133
H 0.34841 0.43896 -3.70072
H 1.39119 -0.93692 -3.31151
H 1.99747 0.19693 -0.97097
H 0.73845 2.42665 1.16216
H 2.27713 1.46867 1.04264
C -2.24083 -0.31656 3.00461
C 0.40217 -0.48389 -3.14140
N 0.56459 0.35340 0.65410
H 0.10738 -1.44653 -0.11863
H -0.79491 0.19609 -1.19846
C 1.24297 1.46166 1.41866
H -2.22111 0.59733 3.64932
H -0.35252 -1.18009 -3.55611
H -1.89366 0.01421 1.97469
H 1.18884 1.29281 2.52160
C 0.04153 -0.43320 -1.60858
H 0.57104 -2.33481 -1.45762
H -1.70456 -1.07144 3.52569
*
```

The LUMO energy is -8.697 eV. As for the frontier orbital gap: 5.485 eV.

Most stable structure, least stable structure: *i*, *iii*.

*i*
This record from the OMol25 dataset describes a cluster of 2 separate species, C5H15N2 in total. The level of theory is ωB97M-V with the def2-TZVPD basis set.

The geometry in ORCA input format:
```
! RIJCOSX wB97M-V def2-TZVPD def2/J DEFGRID3
* xyz 1 1
N 1.34675 -2.27205 -0.48620
H -2.06565 2.65111 1.59211
C -1.30374 1.05247 0.33068
H 0.22189 2.57777 0.50554
N 0.96795 0.91049 -0.70941
H 0.52433 1.23723 -1.56247
H 0.27984 -0.89439 0.57524
C 0.16921 1.44954 0.43288
H -1.64988 1.12007 2.47788
H -0.05569 -1.40379 -1.78841
H 0.59063 1.09520 1.36575
H -1.42549 -0.02372 0.23316
H -1.75574 1.49883 -0.58319
C -2.09286 1.53575 1.55786
H 2.08953 -2.95987 -0.39711
C 0.81850 -2.03975 -1.83415
H 1.58200 -1.55901 -2.40795
H 0.57115 -2.99976 -2.26688
H -3.16527 1.24390 1.52653
H 1.84485 1.39545 -0.70682
C 1.00929 -1.66999 0.60297
H 1.49843 -1.94549 1.54201
*
```

The LUMO energy is -4.673 eV. As for the frontier orbital gap: 8.958 eV.

*ii*
This record from the OMol25 dataset describes the ion C5H15N2 with charge +1. The level of theory is ωB97M-V with the def2-TZVPD basis set.

The geometry in ORCA input format:
```
! RIJCOSX wB97M-V def2-TZVPD def2/J DEFGRID3
* xyz 1 1
C -0.56496 1.05909 -0.72108
C -0.02947 -1.68427 1.14061
H -1.48106 2.80761 -1.49092
H 1.45416 1.01217 0.19532
H -1.18261 -1.65070 1.00941
H -2.44801 0.56901 0.16510
C 0.49171 0.56361 0.28165
C -0.85276 2.55654 -0.65142
N 0.60669 -0.94615 -0.00944
C 1.99584 -1.57836 -0.04104
H 0.21765 -2.76663 1.32555
H 0.34237 -1.21361 2.04517
H 0.04028 -1.15274 -0.89836
H -1.19896 2.74241 0.45601
H -0.25376 0.91907 -1.71431
H 1.74492 -2.62628 -0.35812
H 0.16303 0.64793 1.35512
H 2.31880 -1.66245 0.94802
N -1.76447 0.19363 -0.53108
H 2.86837 -1.12162 -0.68896
H -2.46895 0.14698 -1.32194
H 0.00120 3.18475 -0.49531
*
```

Its SMILES is C[C@H](N)C[NH+](C)C. The LUMO energy is -2.702 eV. As for the frontier orbital gap: 11.231 eV.

*iii*
This record from the OMol25 dataset describes the ion C5H15N2 with charge +1. The level of theory is ωB97M-V with the def2-TZVPD basis set.

The geometry in ORCA input format:
```
! RIJCOSX wB97M-V def2-TZVPD def2/J DEFGRID3
* xyz 1 1
H -0.37538 0.91785 0.38574
H -0.68188 -1.24519 2.19779
C 0.32317 -1.12836 1.81991
H 1.34637 0.93727 -1.34586
H 1.16605 -0.08893 3.48907
C 0.27985 -1.15495 0.28265
C 0.40357 0.44733 -1.57326
H 0.43972 -0.42819 -2.21609
H 0.04332 1.56122 -3.31548
H -0.20507 -2.05679 -0.09722
H -0.51483 2.32855 -1.96576
N -0.39508 1.42123 -2.41332
C 1.13613 0.00723 2.41477
H -1.33665 0.97862 -2.42766
H 0.75874 1.01651 2.21785
H -2.31588 0.70526 -0.33266
H 1.30941 -1.17525 -0.09316
N -1.78606 -0.08795 -0.68469
H 0.81009 -2.05366 2.12352
C -0.38681 0.08279 -0.30713
H -2.17825 -0.88798 -0.20814
H 2.15949 -0.09661 2.04912
*
```

Its SMILES is CCC[C@H](N)C[NH3+]. The LUMO energy is -3.436 eV. As for the frontier orbital gap: 10.853 eV.

Most stable structure, least stable structure: *iii*, *ii*.

*i*
This record from the OMol25 dataset describes the molecule C6H12N2S2. The level of theory is ωB97M-V with the def2-TZVPD basis set.

The geometry in ORCA input format:
```
! RIJCOSX wB97M-V def2-TZVPD def2/J DEFGRID3
* xyz 0 1
C 1.12160 -1.17645 1.35404
N 1.17553 -1.73597 -0.02120
S -4.00487 2.30512 0.56220
C 0.94962 0.37686 1.30495
H 1.67927 0.59366 -1.56044
H 0.46148 1.79698 -1.87500
H 0.79776 0.74856 2.32931
H 2.01220 -1.40353 1.90329
N -0.26674 0.61726 0.48778
H 0.25681 -1.63615 1.85381
H 0.50830 0.34908 -2.80205
H -2.83371 0.40759 1.44173
C 0.62749 0.76244 -1.82768
C -0.02794 -1.42248 -0.84009
H -1.32541 0.21775 -1.32302
C -2.68980 1.37397 0.99688
S -1.08651 2.05553 0.78888
H 1.88018 0.80248 0.87818
C -0.31926 0.08744 -0.88034
H 1.97640 -1.41655 -0.54410
H -0.89303 -1.88458 -0.39158
H 0.00065 -1.81901 -1.83556
*
```

Its SMILES is C[C@H]1CNCCN1SC=S. The LUMO energy is -0.384 eV. As for the frontier orbital gap: 8.095 eV.

*ii*
This record from the OMol25 dataset describes a structure of composition C6H12N2S2. The level of theory is ωB97M-V with the def2-TZVPD basis set.

The geometry in ORCA input format:
```
! RIJCOSX wB97M-V def2-TZVPD def2/J DEFGRID3
* xyz 0 1
H 2.18239 -0.78492 0.33858
S -0.50044 -0.67208 2.36701
H -0.78578 1.76246 2.44828
C 0.59869 0.13986 -1.73637
H 3.02964 0.20125 -3.26747
H 2.58775 -1.51520 -2.98831
N 2.63295 -0.15392 -0.32291
H 2.58532 0.77900 0.08295
S -0.61254 0.61330 -0.74485
H -2.71634 0.26631 0.61126
C -0.97340 0.97434 1.71663
C 0.80041 -0.15384 -3.21931
H -3.17133 1.31306 1.96996
H -0.49321 1.23963 0.77288
C -2.45424 0.55865 1.63180
H 0.21142 -0.99646 -3.58369
C 2.27478 -0.47446 -2.85496
N 1.88694 -0.15173 -1.48742
H 0.65124 0.71570 -3.86328
H -2.80486 -1.59166 2.17434
H -2.63142 -0.49660 3.57097
C -2.32564 -0.67994 2.53743
*
```

The LUMO energy is 0.732 eV. As for the frontier orbital gap: 8.330 eV.

Most stable structure, least stable structure: *i*, *ii*.

*i*
This record from the OMol25 dataset describes the molecule CH3NS2. The level of theory is ωB97M-V with the def2-TZVPD basis set.

The geometry in ORCA input format:
```
! RIJCOSX wB97M-V def2-TZVPD def2/J DEFGRID3
* xyz 0 1
C -0.75308 0.09754 1.10284
H 1.59815 -0.08750 -0.98144
H 0.18422 -0.64377 -1.46889
S -0.98899 -1.44775 0.73771
S 0.08641 1.15605 -0.08185
H -0.86275 0.67018 2.07171
N 0.73602 0.25525 -1.38009
*
```

Its SMILES is NSC=S. The LUMO energy is -0.400 eV. As for the frontier orbital gap: 8.676 eV.

*ii*
This record from the OMol25 dataset describes a cluster of 2 separate species, CH3NS2 in total. The level of theory is ωB97M-V with the def2-TZVPD basis set.

The geometry in ORCA input format:
```
! RIJCOSX wB97M-V def2-TZVPD def2/J DEFGRID3
* xyz 0 1
H 0.77922 -1.43135 0.40617
S 1.99772 -0.89139 0.34501
C -1.64810 0.79266 0.13030
S -2.94380 -0.02182 -0.01495
H 1.94940 -0.34340 -0.92187
N -0.50910 1.18536 -0.05665
H 0.37467 0.70994 0.11198
*
```

Its SMILES is N=C=S.S. The LUMO energy is 0.453 eV. As for the frontier orbital gap: 9.959 eV.

*iii*
This record from the OMol25 dataset describes the molecule CH3NS2. The level of theory is ωB97M-V with the def2-TZVPD basis set.

The geometry in ORCA input format:
```
! RIJCOSX wB97M-V def2-TZVPD def2/J DEFGRID3
* xyz 0 1
H 2.19777 -1.04342 0.14861
C -0.90681 0.38920 -0.37388
S 1.76146 0.12330 -0.10934
S -2.51170 0.34002 -0.12753
N 0.02528 -0.07235 0.38733
H -0.46489 0.38177 -1.41786
H -0.10112 -0.11852 1.49268
*
```

Its SMILES is S=CNS. The LUMO energy is 0.083 eV. As for the frontier orbital gap: 8.666 eV.

*iv*
This record from the OMol25 dataset describes the molecule CH3NS2. The level of theory is ωB97M-V with the def2-TZVPD basis set.

The geometry in ORCA input format:
```
! RIJCOSX wB97M-V def2-TZVPD def2/J DEFGRID3
* xyz 0 1
C -0.08174 -1.77789 0.21936
H 1.26515 0.93454 0.59112
S -2.52907 0.75482 0.20547
H 0.88874 -1.75699 -0.20437
N 0.37907 1.07227 0.02392
S -0.74366 -0.28078 0.06450
H 0.82151 1.05403 -0.90001
*
```

Its SMILES is C#S(N)=S. The LUMO energy is -1.052 eV. As for the frontier orbital gap: 7.989 eV.

Most stable structure, least stable structure: *ii*, *iv*.

*i*
This record from the OMol25 dataset describes a cluster of 5 separate species, C2H15NO5 in total. The level of theory is ωB97M-V with the def2-TZVPD basis set.

The geometry in ORCA input format:
```
! RIJCOSX wB97M-V def2-TZVPD def2/J DEFGRID3
* xyz 0 1
H -0.03229 -3.77576 1.88216
H 2.91955 1.29050 -0.90839
C 0.53337 -1.71865 -0.34665
H 0.31354 0.11067 -1.25798
N -0.22861 -0.72644 -1.12115
H 0.68650 -1.73020 1.84575
O 2.60943 2.19711 -0.89905
O -0.48161 -3.31183 1.17351
H 1.54368 -1.30580 -0.29192
H -2.75124 2.77041 -0.40439
H -1.26870 1.45848 -2.73693
O -2.32531 1.91838 -0.25199
H -1.12433 -0.44257 -0.76547
H -2.91156 1.37934 -0.79651
H 1.31163 0.90005 2.89565
C -0.02276 -1.93899 1.05727
O -0.56374 2.05039 -2.48290
O 0.54199 0.32218 2.83556
H -0.94774 -1.39738 1.21943
H 2.02802 2.38156 -1.64202
H -0.43891 2.16709 -1.53968
H 0.58622 -2.65740 -0.89419
H 0.05209 0.52509 3.64182
*
```

Its SMILES is NCCO.O.O.O.O. The LUMO energy is 0.391 eV. As for the frontier orbital gap: 9.230 eV.

*ii*
This record from the OMol25 dataset describes a cluster of 6 separate species, C2H15NO5 in total. The level of theory is ωB97M-V with the def2-TZVPD basis set.

The geometry in ORCA input format:
```
! RIJCOSX wB97M-V def2-TZVPD def2/J DEFGRID3
* xyz 0 1
O -1.30189 1.16553 -2.78995
H 3.96567 -0.27367 3.36448
O 0.62092 1.50451 -1.08147
H 0.68514 1.52548 -0.12782
H 3.97598 -1.18166 1.75483
H -3.69279 -2.09800 -0.79548
N 3.44292 0.72726 1.58756
H 1.38439 0.99314 -1.35353
O -0.65708 -1.71214 1.21059
H -0.63054 1.36308 -2.08794
H 0.03082 -2.37928 1.25805
H -1.52149 1.95782 -3.27568
H -3.92749 -0.47807 -2.80203
H 3.85576 2.58834 2.68525
O -3.32217 -0.70769 -2.08024
H -4.31208 -3.26360 -0.08398
H 3.54626 2.64510 0.98502
C 3.72647 -0.26502 2.30005
H 2.22730 2.39733 2.10486
H -1.42653 -2.23458 0.96643
O -3.75182 -2.50348 0.08735
C 3.24536 2.10719 1.91116
H -2.57932 -0.07835 -2.25299
*
```

Its SMILES is C=NC.O.O.O.O.O. The LUMO energy is 0.717 eV. As for the frontier orbital gap: 10.187 eV.

Most stable structure, least stable structure: *ii*, *i*.

*i*
This record from the OMol25 dataset describes a structure of composition C6H9N2OP. The level of theory is ωB97M-V with the def2-TZVPD basis set.

The geometry in ORCA input format:
```
! RIJCOSX wB97M-V def2-TZVPD def2/J DEFGRID3
* xyz 0 1
C 2.60221 -0.50980 -0.71111
C 0.95473 0.90020 1.04081
H 4.09541 -0.37907 0.95006
H 2.62338 0.97458 2.36461
P -2.19810 -0.42320 0.72869
H 0.46284 1.57231 1.72277
C 3.13284 -0.09087 0.56186
H -2.88308 -1.69471 -1.19688
H 3.25123 -1.14680 -1.18452
H -2.84543 1.25613 2.07937
N -3.13679 0.77960 1.20029
H 0.79155 -0.57104 -1.98537
H -2.61910 -0.09196 -1.47330
N -2.98802 -0.79964 -0.79213
C 2.27888 0.63367 1.38746
H -3.31936 1.46884 0.37993
C 1.31815 -0.17498 -1.07088
O -0.77825 0.80159 -0.58206
C 0.43549 0.47505 -0.16160
*
```

The LUMO energy is -0.029 eV. As for the frontier orbital gap: 7.620 eV.

*ii*
This record from the OMol25 dataset describes a cluster of 2 separate species, C6H9N2OP in total. The level of theory is ωB97M-V with the def2-TZVPD basis set.

The geometry in ORCA input format:
```
! RIJCOSX wB97M-V def2-TZVPD def2/J DEFGRID3
* xyz 0 1
P -2.11177 -0.51770 -0.23107
H -0.12200 1.92828 0.73757
C -2.74626 -0.02995 1.34864
O -2.43526 0.38795 -1.34236
C 0.89881 0.45564 -0.48712
N -3.25119 0.04966 2.36231
H 2.78630 1.26566 -1.02528
C -2.81876 -2.20799 -0.35776
H 2.76122 0.03678 0.14937
C 2.38263 0.30661 -0.84071
H 2.59120 -0.55647 -1.58066
H 0.60682 -1.63748 -0.67436
C 0.45942 -0.84288 -0.01211
C 0.78677 1.54126 0.58027
H 0.24743 0.64498 -1.39829
H 1.07388 1.12111 1.61533
H 0.69383 -0.99746 1.02451
H 1.55062 2.28592 0.44660
N -3.35369 -3.23391 -0.31486
*
```

The LUMO energy is -1.111 eV. As for the frontier orbital gap: 8.832 eV.

Most stable structure, least stable structure: *i*, *ii*.